## a
Molecular formula: C5H14
Method: DFT, ωB97M-V/def2-TZVPD

Last column: natural (NBO) charge in e.
Cartesian coordinates (Å):
C (-0.31, 1.12, 1.95)  -0.611
C (-0.49, 1.41, 0.49)  -0.396
C (-1.62, 0.77, -0.31)  -0.615
H (-1.00, 1.65, 2.54)  0.205
H (0.76, 1.25, 2.21)  0.212
H (-0.49, 0.07, 2.21)  0.202
H (-0.48, 2.55, 0.29)  0.197
H (0.42, 1.07, -0.04)  0.191
H (-1.45, 0.92, -1.37)  0.208
H (-1.89, -0.28, -0.19)  0.209
H (-2.58, 1.27, -0.09)  0.197
C (0.52, -1.82, -1.15)  -0.620
C (1.83, -1.26, -0.86)  -0.609
H (-0.13, -1.12, -1.70)  0.202
H (0.64, -2.75, -1.83)  0.203
H (-0.20, -2.22, -0.42)  0.212
H (2.36, -1.95, -0.25)  0.205
H (1.92, -0.42, -0.34)  0.203
H (2.53, -1.35, -1.79)  0.204

Values from the calculation:
- structure (SMILES) = CCC.CC
- net charge = 0
- spin multiplicity = 1

## b
Molecular formula: C5H14
Method: DFT, ωB97M-V/def2-TZVPD

Last column: natural (NBO) charge in e.
Cartesian coordinates (Å):
C (0.39, 0.46, 2.58)  -0.609
C (-0.82, 0.70, 1.60)  -0.387
C (-0.46, 1.67, 0.43)  -0.619
H (1.32, 0.39, 2.02)  0.200
H (0.19, -0.43, 3.18)  0.206
H (0.36, 1.28, 3.29)  0.200
H (-1.16, -0.28, 1.27)  0.192
H (-1.56, 1.12, 2.27)  0.191
H (0.43, 2.15, 0.82)  0.204
H (-0.31, 1.14, -0.50)  0.210
H (-1.30, 2.36, 0.39)  0.211
C (-0.15, -1.76, -1.90)  -0.617
C (0.94, -0.98, -2.59)  -0.613
H (0.38, -2.27, -1.08)  0.204
H (-0.99, -1.23, -1.44)  0.209
H (-0.55, -2.60, -2.47)  0.206
H (0.71, -0.60, -3.58)  0.203
H (1.91, -1.47, -2.65)  0.207
H (1.22, -0.10, -2.00)  0.202

Values from the calculation:
- structure (SMILES) = CCC.CC
- net charge = 0
- spin multiplicity = 1

## c
Molecular formula: C5H14
Method: DFT, ωB97M-V/def2-TZVPD

Last column: natural (NBO) charge in e.
Cartesian coordinates (Å):
C (-2.58, -0.97, -0.99)  -0.626
C (-1.15, -0.64, -1.44)  -0.410
C (-0.07, -1.38, -0.81)  -0.607
H (-2.99, -0.58, 0.02)  0.212
H (-3.36, -0.57, -1.71)  0.218
H (-2.59, -2.09, -0.86)  0.206
H (-0.93, -0.83, -2.57)  0.202
H (-0.83, 0.41, -1.07)  0.202
H (0.03, -2.41, -0.92)  0.202
H (0.96, -1.08, -1.07)  0.207
H (-0.06, -1.04, 0.24)  0.195
C (1.14, 1.23, 0.94)  -0.618
C (2.14, 1.66, 1.95)  -0.612
H (1.54, 0.82, 0.05)  0.205
H (0.44, 0.48, 1.27)  0.204
H (0.62, 2.02, 0.51)  0.202
H (2.08, 1.49, 3.09)  0.223
H (2.55, 2.59, 1.69)  0.207
H (3.05, 0.89, 1.69)  0.189

Values from the calculation:
- structure (SMILES) = CCC.CC
- net charge = 0
- spin multiplicity = 1

## d
Molecular formula: C5H14
Method: DFT, ωB97M-V/def2-TZVPD

Last column: natural (NBO) charge in e.
Cartesian coordinates (Å):
C (1.68, -0.13, -0.54)  -0.615
C (1.44, -1.27, 0.61)  -0.398
C (1.06, -0.52, 1.90)  -0.624
H (1.97, -0.51, -1.54)  0.208
H (2.51, 0.48, -0.19)  0.203
H (0.65, 0.48, -0.63)  0.203
H (0.66, -2.03, 0.34)  0.207
H (2.48, -1.81, 0.80)  0.194
H (1.45, 0.52, 2.03)  0.210
H (-0.05, -0.41, 1.96)  0.202
H (1.33, -1.16, 2.74)  0.211
C (-1.83, 1.16, -1.64)  -0.632
C (-2.18, 0.61, -0.28)  -0.622
H (-1.83, 2.24, -1.58)  0.213
H (-0.78, 0.99, -2.13)  0.207
H (-2.45, 0.65, -2.35)  0.213
H (-1.29, 0.07, 0.25)  0.204
H (-3.07, 0.00, -0.38)  0.208
H (-2.62, 1.36, 0.36)  0.209

Values from the calculation:
- structure (SMILES) = CCC.CC
- net charge = 0
- spin multiplicity = 1

Tell me which of them is the least stable. Sure, it is c.

## a
Molecular formula: C5H14
Method: DFT, ωB97M-V/def2-TZVPD

Last column: natural (NBO) charge in e.
Cartesian coordinates (Å):
C (1.37, 1.05, -0.40)  -0.617
C (0.63, 1.73, -1.57)  -0.396
C (-0.78, 1.17, -1.79)  -0.602
H (2.38, 0.82, -0.72)  0.211
H (0.81, 0.14, -0.19)  0.200
H (1.33, 1.58, 0.55)  0.210
H (0.55, 2.80, -1.36)  0.194
H (1.19, 1.71, -2.50)  0.195
H (-0.72, 0.09, -1.90)  0.200
H (-1.42, 1.46, -0.96)  0.201
H (-1.22, 1.62, -2.67)  0.206
C (-0.19, -1.15, 2.05)  -0.620
C (-0.76, -2.36, 1.32)  -0.611
H (0.72, -0.92, 1.53)  0.215
H (-1.00, -0.44, 2.23)  0.211
H (0.06, -1.42, 3.09)  0.199
H (-1.48, -1.98, 0.57)  0.199
H (-0.03, -2.96, 0.80)  0.205
H (-1.45, -2.96, 1.92)  0.204

Values from the calculation:
- structure (SMILES) = CCC.CC
- net charge = 0
- spin multiplicity = 1

## b
Molecular formula: C5H14
Method: DFT, ωB97M-V/def2-TZVPD

Last column: natural (NBO) charge in e.
Cartesian coordinates (Å):
C (0.46, 0.07, 0.72)  -0.625
C (0.36, -1.14, 1.68)  -0.388
C (0.83, -0.69, 3.10)  -0.610
H (-0.16, 0.98, 0.87)  0.206
H (1.39, 0.48, 1.11)  0.198
H (0.50, -0.07, -0.36)  0.211
H (1.00, -1.94, 1.32)  0.194
H (-0.65, -1.63, 1.72)  0.193
H (1.18, -1.61, 3.56)  0.209
H (-0.12, -0.38, 3.56)  0.208
H (1.56, 0.08, 3.04)  0.202
C (-1.46, 0.78, -2.16)  -0.612
C (-0.14, 0.61, -3.00)  -0.608
H (-2.24, 1.26, -2.74)  0.206
H (-1.79, -0.09, -1.61)  0.207
H (-1.18, 1.50, -1.33)  0.196
H (0.36, 1.56, -2.91)  0.204
H (-0.39, 0.41, -4.02)  0.204
H (0.49, -0.18, -2.56)  0.203

Values from the calculation:
- structure (SMILES) = CCC.CC
- net charge = 0
- spin multiplicity = 1

## c
Molecular formula: C5H14
Method: DFT, ωB97M-V/def2-TZVPD

Last column: natural (NBO) charge in e.
Cartesian coordinates (Å):
C (-1.45, -0.96, -2.53)  -0.611
C (-0.80, -0.70, -1.23)  -0.382
C (0.65, -1.26, -1.49)  -0.635
H (-2.51, -0.64, -2.48)  0.204
H (-1.00, -0.53, -3.33)  0.197
H (-1.57, -2.13, -2.48)  0.199
H (-1.36, -1.47, -0.48)  0.198
H (-0.80, 0.52, -1.00)  0.199
H (0.92, -0.56, -2.25)  0.197
H (0.61, -2.18, -2.14)  0.214
H (1.25, -1.17, -0.54)  0.220
C (0.26, 0.92, 2.67)  -0.631
C (1.36, 1.93, 2.51)  -0.643
H (0.46, 0.29, 3.62)  0.211
H (-0.81, 1.36, 2.75)  0.201
H (-0.08, 0.44, 1.79)  0.217
H (1.66, 1.97, 1.43)  0.200
H (0.84, 2.91, 2.57)  0.224
H (2.26, 1.62, 2.99)  0.222

Values from the calculation:
- structure (SMILES) = CCC.CC
- net charge = 0
- spin multiplicity = 1

Tell me which of them is the least stable. Sure, it is c.

## a
Molecular formula: C20H25N5O4S2
Method: DFT, ωB97M-V/def2-TZVPD

Last column: natural (NBO) charge in e.
Cartesian coordinates (Å):
O (-2.46, -1.48, 2.81)  -0.587
C (-1.29, -1.77, 2.93)  0.656
C (-0.32, -1.79, 1.81)  -0.313
C (-0.52, -0.97, 0.78)  -0.092
C (0.39, -0.76, -0.34)  -0.086
C (0.40, 0.49, -0.95)  -0.182
C (1.26, 0.74, -2.00)  -0.195
C (2.11, -0.26, -2.45)  -0.335
S (3.13, 0.02, -3.88)  2.335
O (4.23, -0.90, -3.87)  -0.937
O (3.40, 1.42, -4.01)  -0.935
N (2.16, -0.41, -5.17)  -0.667
C (1.84, -1.81, -5.29)  -0.268
C (1.28, -2.05, -6.69)  -0.072
O (0.16, -1.23, -6.94)  -0.520
C (0.50, 0.13, -6.83)  -0.072
C (1.03, 0.45, -5.43)  -0.268
C (2.11, -1.51, -1.85)  -0.215
C (1.26, -1.76, -0.79)  -0.133
N (-0.70, -2.05, 4.15)  -0.657
C (-1.25, -1.92, 5.41)  0.287
S (-0.88, -3.03, 6.57)  -0.225
N (-2.01, -0.86, 5.69)  -0.563
C (-2.23, 0.31, 4.87)  -0.222
C (-2.12, 1.61, 5.66)  -0.413
C (-2.38, 2.80, 4.73)  -0.201
N (-1.57, 2.74, 3.55)  -0.350
C (-0.22, 2.97, 3.46)  -0.104
C (0.14, 2.67, 2.18)  -0.093
N (-0.95, 2.25, 1.48)  -0.488
C (-1.95, 2.30, 2.32)  0.172
H (0.57, -2.39, 1.92)  0.208
H (-1.41, -0.35, 0.78)  0.238
H (-0.25, 1.27, -0.57)  0.256
H (1.31, 1.71, -2.48)  0.242
H (2.75, -2.37, -5.13)  0.239
H (1.08, -2.11, -4.54)  0.184
H (0.93, -3.08, -6.80)  0.200
H (2.07, -1.85, -7.43)  0.171
H (-0.42, 0.69, -7.03)  0.200
H (1.27, 0.39, -7.57)  0.171
H (1.38, 1.48, -5.36)  0.240
H (0.23, 0.28, -4.69)  0.185
H (2.79, -2.26, -2.22)  0.242
H (1.24, -2.73, -0.33)  0.209
H (0.13, -2.64, 4.14)  0.429
H (-2.44, -0.87, 6.60)  0.416
H (-3.20, 0.24, 4.37)  0.212
H (-1.46, 0.32, 4.09)  0.215
H (-1.13, 1.68, 6.10)  0.212
H (-2.86, 1.63, 6.47)  0.212
H (-3.43, 2.81, 4.42)  0.213
H (-2.17, 3.74, 5.26)  0.217
H (0.35, 3.33, 4.30)  0.219
H (1.10, 2.72, 1.72)  0.213
H (-2.96, 2.04, 2.09)  0.203

Values from the calculation:
- structure (SMILES) = O=C(/C=C/c1ccc(S(=O)(=O)N2CCOCC2)cc1)NC(=S)NCCCn1ccnc1
- net charge = 0
- spin multiplicity = 1

## b
Molecular formula: C20H25N5O4S2
Method: DFT, ωB97M-V/def2-TZVPD

Last column: natural (NBO) charge in e.
Cartesian coordinates (Å):
C (3.36, 0.62, 3.04)  -0.742
S (2.28, 2.06, 2.75)  0.171
C (0.94, 1.71, 3.93)  -0.518
C (0.16, 0.44, 3.63)  -0.425
C (-0.37, 0.46, 2.19)  -0.154
N (-0.89, -0.84, 1.79)  -0.601
C (-0.62, -1.37, 0.57)  0.665
O (0.21, -0.89, -0.18)  -0.656
C (-1.40, -2.58, 0.22)  -0.086
C (-1.67, -2.80, -1.13)  -0.180
C (-2.40, -3.91, -1.52)  -0.212
C (-2.85, -4.81, -0.57)  -0.192
C (-2.56, -4.61, 0.77)  -0.213
C (-1.84, -3.50, 1.17)  -0.204
C (-1.53, 1.44, 2.03)  0.650
O (-2.44, 1.53, 2.83)  -0.644
N (-1.45, 2.14, 0.89)  -0.471
N (-2.54, 2.82, 0.34)  -0.443
C (-2.97, 2.63, -0.94)  0.633
O (-4.04, 3.07, -1.31)  -0.591
C (-2.04, 1.89, -1.83)  0.030
C (-2.46, 1.22, -2.93)  -0.397
S (-1.14, 0.38, -3.67)  0.343
C (-0.08, 1.03, -2.41)  0.352
N (1.24, 0.83, -2.41)  -0.429
C (1.83, -0.29, -3.11)  -0.242
C (3.25, 0.10, -3.55)  -0.072
O (4.03, 0.52, -2.46)  -0.518
C (3.45, 1.63, -1.82)  -0.074
C (2.04, 1.30, -1.30)  -0.255
N (-0.71, 1.78, -1.55)  -0.576
H (2.91, -0.27, 2.63)  0.212
H (4.29, 0.83, 2.53)  0.234
H (3.54, 0.52, 4.10)  0.216
H (0.29, 2.58, 3.86)  0.233
H (1.38, 1.67, 4.93)  0.222
H (0.79, -0.44, 3.77)  0.212
H (-0.69, 0.38, 4.32)  0.234
H (0.44, 0.70, 1.50)  0.256
H (-1.68, -1.17, 2.31)  0.408
H (-1.31, -2.09, -1.85)  0.228
H (-2.62, -4.07, -2.57)  0.217
H (-3.42, -5.68, -0.88)  0.216
H (-2.90, -5.33, 1.50)  0.217
H (-1.61, -3.37, 2.21)  0.211
H (-0.76, 1.93, 0.15)  0.447
H (-3.21, 3.16, 1.02)  0.423
H (-3.45, 1.16, -3.34)  0.259
H (1.23, -0.55, -3.98)  0.212
H (1.88, -1.15, -2.44)  0.212
H (3.76, -0.76, -3.99)  0.199
H (3.18, 0.91, -4.30)  0.166
H (4.10, 1.89, -0.99)  0.199
H (3.39, 2.47, -2.52)  0.166
H (1.58, 2.19, -0.88)  0.236
H (2.10, 0.52, -0.54)  0.218

Values from the calculation:
- structure (SMILES) = CSCC[C@@H](NC(=O)c1ccccc1)C(=O)NNC(=O)c1csc(N2CCOCC2)n1
- net charge = 0
- spin multiplicity = 1

Tell me which of them is the least stable. Sure, it is a.

## a
Molecular formula: C12H16N2O3
Method: DFT, ωB97M-V/def2-TZVPD

Last column: natural (NBO) charge in e.
Cartesian coordinates (Å):
C (2.11, 3.97, 0.25)  -0.620
C (1.09, 2.82, 0.23)  -0.143
N (-0.32, 3.25, 0.05)  -0.857
C (1.27, 2.04, 1.54)  0.671
O (1.88, 2.54, 2.51)  -0.626
N (0.67, 0.81, 1.65)  -0.617
C (-0.12, 0.10, 0.65)  -0.149
C (0.76, -1.02, -0.02)  -0.411
C (0.12, -1.71, -1.15)  -0.061
C (-0.40, -3.00, -0.91)  -0.201
C (-1.00, -3.70, -1.88)  -0.203
C (-1.10, -3.07, -3.15)  -0.211
C (-0.61, -1.81, -3.39)  -0.205
C (-0.03, -1.09, -2.36)  -0.199
C (-1.33, -0.56, 1.32)  0.787
O (-2.50, -0.52, 0.99)  -0.565
O (-0.98, -1.12, 2.51)  -0.705
H (3.09, 3.47, 0.37)  0.219
H (2.04, 4.65, 1.14)  0.237
H (2.12, 4.42, -0.70)  0.203
H (1.30, 2.12, -0.59)  0.194
H (-0.50, 3.42, -1.03)  0.375
H (-0.48, 4.12, 0.65)  0.379
H (0.76, 0.38, 2.56)  0.421
H (-0.51, 0.89, -0.07)  0.266
H (1.71, -0.41, -0.32)  0.220
H (1.00, -1.71, 0.81)  0.228
H (-0.22, -3.53, 0.09)  0.212
H (-1.37, -4.74, -1.70)  0.222
H (-1.59, -3.57, -3.95)  0.212
H (-0.47, -1.46, -4.46)  0.220
H (0.51, -0.10, -2.44)  0.209
H (-1.78, -1.40, 2.92)  0.502

Values from the calculation:
- structure (SMILES) = C[C@H](N)C(=O)N[C@@H](Cc1ccccc1)C(=O)O
- net charge = 0
- spin multiplicity = 1

## b
Molecular formula: C12H16N2O3
Method: DFT, ωB97M-V/def2-TZVPD

Last column: natural (NBO) charge in e.
Cartesian coordinates (Å):
C (-3.34, -1.09, -4.04)  -0.696
C (-3.41, 0.17, -3.26)  0.683
O (-3.12, 1.15, -3.88)  -0.574
N (-3.69, 0.14, -1.93)  -0.664
C (-3.28, 1.18, -1.10)  0.811
O (-3.85, 2.20, -1.03)  -0.529
N (-2.50, 0.96, 0.02)  -0.650
C (-1.66, -0.04, 0.28)  0.722
O (-1.68, -0.96, -0.53)  -0.638
C (-0.49, 0.06, 1.32)  -0.131
C (-1.12, 0.12, 2.69)  -0.597
C (0.54, -1.09, 1.14)  -0.401
C (1.88, -0.37, 0.89)  -0.268
C (2.23, 0.59, 2.09)  -0.174
C (1.27, 1.66, 2.15)  -0.225
C (0.32, 1.31, 1.03)  -0.263
C (1.35, 0.78, 0.05)  -0.384
H (-2.90, -1.91, -3.50)  0.219
H (-2.72, -0.94, -4.86)  0.243
H (-4.43, -1.30, -4.25)  0.235
H (-3.44, -0.70, -1.44)  0.426
H (-2.35, 1.78, 0.54)  0.412
H (-1.67, 1.07, 2.88)  0.209
H (-0.48, -0.02, 3.46)  0.224
H (-1.81, -0.74, 2.72)  0.214
H (0.63, -1.72, 2.03)  0.214
H (0.50, -1.88, 0.27)  0.258
H (2.76, -0.98, 0.65)  0.234
H (2.97, 0.40, 2.91)  0.216
H (1.18, 2.38, 2.99)  0.231
H (-0.32, 2.12, 0.71)  0.213
H (2.10, 1.51, -0.11)  0.222
H (0.95, 0.46, -0.92)  0.210

Values from the calculation:
- structure (SMILES) = CC(=O)NC(=O)NC(=O)[C@@]1(C)C[C@@H]2C=C[C@H]1C2
- net charge = 0
- spin multiplicity = 1

## c
Molecular formula: C12H16N2O3
Method: DFT, ωB97M-V/def2-TZVPD

Last column: natural (NBO) charge in e.
Cartesian coordinates (Å):
C (14.54, -15.21, 4.42)  -0.646
C (14.94, -16.20, 3.31)  0.070
C (16.47, -16.16, 3.00)  -0.090
O (16.79, -17.57, 2.99)  -0.478
C (15.95, -18.35, 3.49)  0.986
O (16.07, -19.53, 3.81)  -0.588
O (14.82, -17.58, 3.79)  -0.523
H (15.22, -14.36, 4.55)  0.214
H (14.73, -15.77, 5.34)  0.234
H (13.51, -14.85, 4.41)  0.227
H (14.34, -15.89, 2.44)  0.186
H (16.91, -15.65, 3.85)  0.197
H (16.61, -15.73, 2.01)  0.211
C (2.64, -22.29, 0.30)  -0.305
C (2.95, -23.10, 1.37)  -0.310
C (2.00, -22.67, 2.39)  -0.064
N (1.10, -21.80, 1.90)  -0.506
C (1.55, -21.55, 0.62)  -0.094
H (3.14, -22.27, -0.66)  0.223
H (3.79, -23.77, 1.43)  0.228
H (1.96, -22.96, 3.43)  0.203
H (0.28, -21.37, 2.29)  0.425
H (1.01, -20.81, 0.04)  0.199
C (6.91, -15.46, 1.94)  -0.301
C (7.83, -16.41, 1.58)  -0.307
C (7.26, -17.64, 1.44)  -0.075
N (5.93, -17.49, 1.81)  -0.509
C (5.70, -16.14, 2.15)  -0.085
H (7.12, -14.41, 2.09)  0.222
H (8.85, -16.11, 1.40)  0.216
H (7.60, -18.57, 1.00)  0.216
H (5.15, -18.12, 1.69)  0.415
H (4.71, -15.77, 2.39)  0.209

Values from the calculation:
- structure (SMILES) = C[C@H]1COC(=O)O1.c1cc[nH]c1.c1cc[nH]c1
- net charge = 0
- spin multiplicity = 1

Tell me which of them is the least stable. Sure, it is c.